No. 1
Molecular formula: C12H23N4O3
Method: DFT, the ωB97M-V functional and the def2-TZVPD basis

The maximum force comes out at 3.99 eV/Å. Its spin multiplicity is 1. For the total energy, the calculation gives -915.50206 hartree. As for the LUMO energy: -3.53 eV. As for the gap between HOMO and LUMO: 0.28475 Ha. As for the charge: +1. The SMILES is CC(=O)NCCCC[C@H]1CNC(NCCC(=O)O)=[NH+]1.

```
42
Properties=species:S:1:pos:R:3:forces:R:3:nbo_charge:R:1
C -4.706119 1.218718 -3.003771 0.5916 -0.4720 0.9038 -0.718
C -3.946298 2.407589 -3.584781 0.3585 -0.6072 0.1111 0.691
O -4.572338 3.341803 -3.964907 -1.1043 1.3504 -0.7285 -0.537
N -2.521147 2.436913 -3.745119 0.9524 -0.6143 0.3994 -0.686
C -1.828962 3.025266 -2.555057 -1.8526 -0.5496 0.6132 -0.218
C -1.970708 2.027090 -1.366762 1.0893 -0.1367 -0.3793 -0.419
C -0.717018 1.910197 -0.467754 -0.6545 -0.4524 0.6655 -0.391
C -1.041091 0.845500 0.640346 0.9788 0.7726 -1.2302 -0.412
C 0.210227 0.412006 1.461613 -3.4575 0.8277 0.9237 -0.080
C -0.391723 -0.270756 2.761957 0.0019 -0.6775 -1.9058 -0.230
N -0.389972 -1.680866 2.253449 1.8212 -1.3512 1.2386 -0.626
C 0.945764 -1.735656 1.752089 -2.5041 1.3250 -0.7552 0.712
N 1.811791 -2.593691 2.138141 1.3581 0.1725 -0.9959 -0.483
C 3.197696 -2.576315 1.614834 0.9094 -1.1586 1.2422 -0.230
C 4.146813 -2.880606 2.832347 -0.6464 0.6956 -0.3903 -0.530
C 5.548998 -2.279506 2.654523 -2.7997 1.6837 -0.5976 0.786
O 6.515156 -2.881274 2.796049 3.1956 -2.2657 0.7444 -0.458
O 5.605315 -0.927164 2.300372 -0.8828 -0.4354 -0.3825 -0.724
N 1.052447 -0.679448 0.857076 1.6702 0.8664 1.8835 -0.581
H -4.212818 0.771394 -2.122682 0.0139 0.2113 -0.4480 0.212
H -5.685436 1.561995 -2.643671 0.2614 -0.0668 -0.5196 0.244
H -4.803468 0.391586 -3.725803 -0.0205 0.5191 0.0529 0.249
H -2.295845 3.029387 -4.541304 -0.4625 0.0135 0.1146 0.388
H -2.436239 3.915779 -2.290592 0.9208 0.0957 -0.0152 0.191
H -0.787302 3.280993 -2.778217 -0.3452 -0.1488 -0.0771 0.210
H -2.125541 1.028097 -1.814083 0.0217 0.3827 0.1981 0.209
H -2.851142 2.255288 -0.745005 0.2754 0.0004 -0.2183 0.209
H 0.174685 1.600828 -1.042018 -0.3841 0.1766 0.0646 0.200
H -0.501040 2.860555 0.052945 0.0633 -0.2467 -0.3733 0.206
H -1.543839 0.011124 0.117956 0.2093 0.0532 0.5264 0.207
H -1.743868 1.336444 1.328835 0.1283 -0.3638 -0.1497 0.222
H 0.708666 1.358351 1.719900 0.6961 -0.6871 -0.3169 0.231
H -1.460800 -0.119739 2.949398 0.5821 0.8259 0.2560 0.247
H 0.269963 -0.115735 3.624944 -0.4665 -0.4705 -0.0322 0.220
H -0.954854 -1.771195 1.407069 -0.4095 0.2272 0.4506 0.396
H 1.597267 -3.312093 2.825949 -0.4742 0.2224 -0.2392 0.459
H 3.469744 -1.612314 1.176384 -0.4803 -0.2373 0.0700 0.213
H 3.304371 -3.397874 0.892120 -0.1277 0.5106 -0.0548 0.241
H 4.228618 -3.961259 3.004623 0.1103 0.3592 -0.0550 0.254
H 3.668530 -2.415302 3.712122 0.4310 -0.0963 -0.1601 0.240
H 5.497773 -0.917413 1.334596 0.3158 0.4193 0.2311 0.482
H 1.977852 -0.251385 0.805359 0.1159 -0.6733 -0.6643 0.404
```
Forces are in eV/Å.

=====

No. 2
Molecular formula: C4H10O3
Method: DFT, the ωB97M-V functional and the def2-TZVPD basis

The maximum force comes out at 2.31 eV/Å. Its spin multiplicity is 1. For the total energy, the calculation gives -384.04153 hartree. As for the LUMO energy: 0.39 eV. As for the gap between HOMO and LUMO: 0.32748 Ha. As for the charge: 0. The calculation puts the energy above the lowest of the compared OMol25 structures with the same formula, charge and spin at 67.8 kcal per mole. The SMILES is CO/C=C/CO.O.

```
17
Properties=species:S:1:pos:R:3:forces:R:3:nbo_charge:R:1
C 2.086539 3.099850 0.101364 0.5041 1.1369 0.1654 -0.264
O 2.021509 1.873978 -0.600440 0.4303 1.1792 -0.8705 -0.504
C 1.072730 1.015579 -0.192013 0.3778 -0.2026 -0.6388 0.164
C 0.768948 -0.049044 -0.939425 1.4308 0.5803 0.1400 -0.336
C 0.253654 -1.312695 -0.366448 -0.8840 -1.1784 -1.1109 -0.080
O -0.586539 -1.138674 0.750615 0.5474 0.7713 0.8772 -0.715
H 2.253440 2.962915 1.183590 0.0643 -0.2211 -0.3270 0.174
H 1.204232 3.751871 0.009806 -0.1281 -0.5094 -0.2423 0.176
H 2.922621 3.707607 -0.310354 -0.4091 -0.7281 0.2424 0.202
H 0.720890 1.352906 0.749131 -0.8199 -0.7698 1.1041 0.174
H 1.204898 -0.051283 -1.964441 -0.2207 -0.2556 0.9317 0.219
H -0.419316 -1.741880 -1.141185 0.8171 -0.3126 0.0316 0.153
H 1.022757 -2.083277 -0.070842 -0.2885 0.9267 -0.6846 0.175
H -1.344435 -1.605461 0.462344 -1.3993 -0.4003 0.3746 0.461
O -4.690542 -3.357829 0.520719 -1.0429 -0.3355 2.0357 -0.927
H -4.665586 -3.349038 1.516474 -0.1921 -0.0621 -1.5321 0.470
H -3.825801 -3.075523 0.291103 1.2131 0.3811 -0.4965 0.458
```
Forces are in eV/Å.

=====

What is the spin multiplicity in the second record? 1

=====

LUMO energy of number 1 (C12H23N4O3)? -3.53 eV

=====

Which of these has the lowest gap between HOMO and LUMO? C12H23N4O3